[1]
Molecular formula: C12H9BrN4O4PdS
Method: DFT, ωB97M-V with the def2-TZVPD basis set

Positions of all 32 atoms, in Å:
Pd  -0.02659  0.12127  0.03007
C  3.18522  0.12732  -1.98882
C  3.08174  0.06577  -0.51241
N  1.96515  -0.04592  0.21210
C  2.32454  -0.06341  1.54474
C  3.67454  0.00484  1.63939
N  4.11460  0.08462  0.34246
C  4.69907  0.04164  2.73942
O  4.26971  -0.03992  3.98105
O  5.84341  0.15836  2.41338
C  1.24433  -0.17672  2.51400
O  1.35887  -0.25483  3.70097
O  0.01428  -0.18186  1.93292
H  2.19577  0.09440  -2.43871
H  3.76500  -0.71725  -2.36338
H  3.68739  1.04279  -2.30270
H  5.10525  0.12029  0.11618
H  3.30559  -0.16978  4.06032
S  -0.00234  4.60095  0.13134
C  -0.00849  3.09488  -0.22217
N  -0.02049  1.94447  -0.60747
Br  -6.60576  0.21971  -0.11911
C  -4.76142  0.10678  -0.05335
C  -4.09452  0.15465  1.16959
C  -2.72091  0.10108  1.18179
N  -2.01592  -0.01827  0.03765
C  -2.65552  -0.07174  -1.14765
C  -4.02364  -0.02306  -1.23110
H  -4.63737  0.23394  2.10041
H  -2.16430  0.12811  2.10650
H  -2.04755  -0.17960  -2.03865
H  -4.50889  -0.08536  -2.19436

- Total charge: +2
- HOMO level (alpha / beta): -16.05 / -16.05 eV
- Multiplicity: 1
- Lowest unoccupied orbital energy (alpha / beta): -11.826 / -11.822 eV



[2]
Molecular formula: C3H5N3
Method: DFT, ωB97M-V with the def2-TZVPD basis set

Positions of all 11 atoms, in Å:
N  1.48455  -1.41845  -0.10954
C  0.63393  -0.48127  -0.06173
C  0.39797  0.89703  -0.56009
N  -0.70120  1.48360  0.09345
C  -1.27286  0.53471  0.74810
N  -0.67053  -0.67487  0.50681
H  2.30361  -1.12317  -0.63907
H  1.21223  1.56483  -0.82045
H  -0.33505  0.07963  -1.39725
H  -2.21061  0.62535  1.28740
H  -0.90941  -1.55024  0.94170

- Relative energy (zero: lowest compared OMol25 entry of this formula, charge and spin): 50.09 kcal/mol
- HOMO level: -8.97 eV
- Multiplicity: 1
- Lowest unoccupied orbital energy: 0.721 eV



[3]
Molecular formula: C26H18ClIIrN4O2S2Se
Method: DFT, ωB97M-V with the def2-TZVPD basis set

Positions of all 56 atoms, in Å:
Ir  0.15223  0.28575  0.14214
C  -2.54837  -2.88006  1.35263
C  -1.41604  -2.17840  0.66304
N  -1.53321  -0.93015  0.31071
N  -2.79887  -0.39584  0.44151
C  -2.87452  0.83925  0.16157
S  -1.52824  1.80993  -0.29228
S  -4.42772  1.66909  0.37756
C  -4.09202  2.20398  2.10445
C  -4.17653  1.07701  3.08976
C  -5.41280  0.62978  3.54850
C  -5.49197  -0.39976  4.47127
C  -4.33054  -0.99674  4.94793
C  -3.09588  -0.55873  4.49403
C  -3.01773  0.47015  3.56364
C  -0.23377  -2.93575  0.29996
C  -0.04563  -4.25067  0.75781
C  0.98484  -5.03237  0.29131
C  1.85841  -4.50432  -0.66320
C  1.70829  -3.20887  -1.10267
C  0.66576  -2.40602  -0.62538
O  0.56835  -1.17358  -1.11424
H  -3.30573  -2.17398  1.66591
H  -2.16819  -3.40669  2.22710
H  -3.00074  -3.61076  0.67975
H  -4.84216  2.97109  2.29263
H  -3.10625  2.66747  2.11018
H  -6.31831  1.09611  3.17750
H  -6.45857  -0.72973  4.82925
H  -4.39043  -1.79691  5.67437
H  -2.18487  -1.00630  4.87141
H  -2.04464  0.80459  3.21727
H  -0.72206  -4.65574  1.49607
H  1.11573  -6.04109  0.65605
H  2.66322  -5.11383  -1.05352
H  2.38816  -2.77064  -1.82186
Cl  5.89709  -0.41663  4.05642
C  4.24596  -0.35106  3.51570
C  3.23021  -0.39817  4.42954
C  1.88644  -0.36767  4.01925
I  0.35473  -0.43531  5.41765
C  1.53651  -0.29470  2.68274
O  0.31270  -0.28779  2.23428
C  2.61082  -0.22135  1.75113
N  2.24721  -0.08783  0.44318
C  3.15508  -0.00673  -0.49649
C  4.52630  -0.02635  -0.19436
C  4.92611  -0.13076  1.10772
C  3.96228  -0.24532  2.13632
H  3.46489  -0.45312  5.48335
H  2.79486  0.08043  -1.51316
H  5.24583  0.06364  -0.99494
H  5.97597  -0.12768  1.36632
Se  1.11141  2.45901  1.06418
C  0.52987  3.79974  -0.04806
N  0.21202  4.67383  -0.72840

- Relative energy (zero: lowest compared OMol25 entry of this formula, charge and spin): 56.49 kcal/mol
- Expectation value of S²: 0.7573
- HOMO level (alpha / beta): -8.05 / -7.98 eV
- Multiplicity: 2
- Lowest unoccupied orbital energy (alpha / beta): -1.287 / -1.464 eV



[4]
Molecular formula: C28H22Cl2O2S
Method: DFT, ωB97M-V with the def2-TZVPD basis set

Positions of all 55 atoms, in Å:
Cl  6.03515  2.19296  -7.41208
C  5.15770  1.61271  -6.05270
C  3.75786  1.67075  -6.05371
C  3.04759  1.19370  -4.94293
C  3.73431  0.68162  -3.84560
S  2.79485  0.04232  -2.40808
C  2.70877  1.37099  -1.31859
Cl  1.67889  1.35104  -0.02728
O  1.48435  -0.27969  -2.93128
O  3.63302  -1.02215  -1.89400
C  5.12544  0.61517  -3.84859
C  5.84954  1.09036  -4.95179
H  3.22657  2.08510  -6.90545
H  1.96233  1.22284  -4.95020
H  3.45838  2.14924  -1.38805
H  5.66181  0.19287  -3.00446
H  6.93492  1.05567  -4.95092
C  -5.51584  -1.89601  -1.20574
C  -5.64921  -0.93718  -0.18989
C  -4.57295  -0.66128  0.65317
C  -3.37135  -1.38922  0.53417
C  -2.22505  -1.11374  1.40986
C  -1.83392  0.21818  1.62998
C  -0.84639  0.62839  2.50716
C  -0.45164  1.99797  2.70860
C  0.63497  2.30565  3.56860
C  1.05220  3.61659  3.76023
C  0.38428  4.66779  3.11002
C  -0.70066  4.38698  2.26795
C  -1.11953  3.07382  2.07215
C  -1.51076  -2.23656  2.02215
C  -0.10546  -2.32601  1.98320
C  0.54849  -3.41188  2.56792
C  -0.18736  -4.39604  3.24225
C  -1.58642  -4.31266  3.30217
C  -2.24113  -3.25640  2.67720
C  -3.25552  -2.35874  -0.48684
C  -4.30869  -2.59440  -1.36519
H  -6.35281  -2.10242  -1.87521
H  -6.59039  -0.39847  -0.05419
H  -4.64927  0.08883  1.44206
H  -2.40221  0.96530  1.07522
H  -0.36577  -0.11118  3.14968
H  1.13687  1.47489  4.06973
H  1.90080  3.82414  4.41653
H  0.70712  5.69767  3.25979
H  -1.22746  5.19422  1.75473
H  -1.96979  2.85891  1.42526
H  0.45221  -1.54761  1.45837
H  1.63595  -3.48023  2.49953
H  0.32658  -5.23366  3.71878
H  -2.17186  -5.07106  3.82611
H  -3.32887  -3.17719  2.70823
H  -2.30554  -2.88475  -0.59313
H  -4.18510  -3.32810  -2.16488

- Relative energy (zero: lowest compared OMol25 entry of this formula, charge and spin): 12.10 kcal/mol
- HOMO level: -5.57 eV
- Multiplicity: 1
- Lowest unoccupied orbital energy: -2.883 eV



[5]
Molecular formula: C16H26NO4PdSb
Method: DFT, ωB97M-V with the def2-TZVPD basis set

Positions of all 49 atoms, in Å:
Pd  0.09443  1.15777  -0.47772
O  -3.44448  3.48216  0.18648
C  -2.27788  2.92689  -0.02395
O  -2.11207  1.73891  -0.25857
C  -1.13892  3.90197  0.04547
C  -1.24943  5.27530  0.16066
C  -0.07279  6.01432  0.17670
C  1.15450  5.36244  0.10151
C  1.15633  3.98302  -0.00004
N  0.02722  3.29800  -0.04065
C  2.36211  3.07208  -0.10064
O  3.56141  3.54220  0.12691
O  2.23493  1.89256  -0.38460
H  -4.15745  2.82355  0.11444
H  -2.21916  5.74799  0.22689
H  -0.10859  7.09390  0.24750
H  2.07156  5.94083  0.10844
H  3.58152  4.48126  0.35723
C  -1.62283  -3.89436  0.05868
C  -1.84099  -2.38564  0.12191
C  -2.54198  -1.91826  1.39839
Sb  0.05922  -1.37629  -0.05428
C  1.55955  -1.92133  1.39832
C  1.28734  -1.19111  2.71249
C  1.62138  -3.43905  1.54130
C  0.88251  -1.62479  -2.06939
C  0.93132  -3.11806  -2.40560
C  0.07458  -0.83455  -3.08674
H  -2.60698  -4.37104  0.02024
H  -1.11525  -4.26925  0.94764
H  -1.07166  -4.21966  -0.82136
H  -2.36631  -2.02427  -0.76076
H  -2.00996  -2.25120  2.29245
H  -3.54262  -2.35981  1.43488
H  -2.65956  -0.83511  1.44371
H  2.45741  -1.53248  0.91927
H  0.37381  -1.54938  3.18965
H  1.21354  -0.11207  2.58784
H  2.11186  -1.38490  3.40370
H  0.73914  -3.83193  2.04868
H  2.48906  -3.68765  2.15905
H  1.74283  -3.96138  0.59212
H  1.88627  -1.22162  -1.95064
H  -0.06840  -3.53099  -2.54325
H  1.46091  -3.71420  -1.66027
H  1.46484  -3.24529  -3.35255
H  -0.96692  -1.15364  -3.11964
H  0.49843  -1.00901  -4.07948
H  0.09623  0.23318  -2.93238

- Total charge: +2
- HOMO level (alpha / beta): -15.43 / -15.17 eV
- Multiplicity: 1
- Lowest unoccupied orbital energy (alpha / beta): -8.720 / -7.586 eV



[6]
Molecular formula: CH3N3O
Method: DFT, ωB97M-V with the def2-TZVPD basis set

Positions of all 8 atoms, in Å:
C  1.59976  0.28961  -0.32297
N  2.65842  -0.06487  -0.00070
N  -1.82134  0.82738  0.25315
N  -1.23300  -0.13550  -0.28099
O  -1.49501  -1.32572  -0.48151
H  -2.75416  0.60816  0.78648
H  3.35390  -0.36322  0.65492
H  -0.30858  0.16416  -0.60837

- Relative energy (zero: lowest compared OMol25 entry of this formula, charge and spin): 101.92 kcal/mol
- HOMO level: -9.97 eV
- Multiplicity: 1
- Lowest unoccupied orbital energy: 0.846 eV



[7]
Molecular formula: C10H20FNO5S
Method: DFT, ωB97M-V with the def2-TZVPD basis set

Positions of all 38 atoms, in Å:
C  2.92895  2.50846  0.34804
C  4.20930  1.74568  0.54118
O  5.26823  2.15183  0.07817
O  4.13696  0.60669  1.29247
C  4.57409  -0.59180  0.63850
C  3.42949  -1.56580  0.27770
C  2.04356  -0.98145  0.49967
C  0.92043  -1.97736  0.12632
C  -0.05816  -1.39408  -0.89279
C  -1.13707  -0.48483  -0.31235
S  -2.07681  -1.29217  1.00079
C  -3.30807  -0.06278  1.48764
C  -4.05193  0.39164  0.24242
F  -4.41767  -0.71870  -0.49351
H  2.32162  2.04628  -0.42516
H  2.33625  2.52502  1.25724
H  3.17199  3.51040  0.02760
H  5.25299  -1.07748  1.33044
H  5.16505  -0.33476  -0.23339
H  3.55869  -1.79142  -0.77926
H  3.55284  -2.50139  0.81318
H  1.94819  -0.72443  1.54777
H  1.94421  -0.10472  -0.13062
H  0.41678  -2.27103  1.04328
H  1.33885  -2.88512  -0.29810
H  0.50426  -0.77974  -1.58958
H  -0.55331  -2.17183  -1.46795
H  -1.85096  -0.26409  -1.10155
H  -0.77296  0.47611  0.03593
H  -2.76463  -2.22379  0.31765
H  -3.95382  -0.47841  2.25107
H  -2.75023  0.78669  1.86782
H  -3.38552  0.99257  -0.36727
H  -4.91971  1.00348  0.46738
N  -5.76390  1.98719  -2.35958
O  -6.47501  2.42128  -1.42786
O  -4.50992  2.03911  -2.24398
O  -6.27303  1.48475  -3.36932

- Relative energy (zero: lowest compared OMol25 entry of this formula, charge and spin): 109.51 kcal/mol
- HOMO level: -6.90 eV
- Multiplicity: 1
- Lowest unoccupied orbital energy: -0.841 eV



[8]
Molecular formula: C6H15O2
Method: DFT, ωB97M-V with the def2-TZVPD basis set

Positions of all 23 atoms, in Å:
C  -2.46938  -1.07505  1.30408
O  -1.80282  -2.24480  1.12110
C  -1.83654  0.17695  0.36463
C  -0.41545  -0.12990  0.01891
C  0.21577  0.83079  -0.99241
C  1.74611  0.65355  -0.88995
C  2.45963  1.61823  -1.86388
H  -2.51520  -0.74266  2.36359
H  -3.48614  -1.27110  0.91061
H  -1.84793  1.09224  0.96532
H  -2.57611  0.53644  -0.35871
H  0.05842  -0.10705  1.01906
H  -0.07394  -1.11167  -0.28616
H  -0.08759  0.63907  -2.01554
H  -0.01902  1.84892  -0.62944
H  2.20888  -0.31204  -1.12161
H  2.05594  0.77363  0.14877
H  3.03305  2.37831  -1.32188
H  3.12612  1.12186  -2.57317
H  1.78496  2.15676  -2.53939
H  1.02943  -2.00963  2.12892
H  -0.82393  -2.37097  1.79722
O  0.23573  -2.45188  2.44991

- Relative energy (zero: lowest compared OMol25 entry of this formula, charge and spin): 26.27 kcal/mol
- Total charge: -1
- HOMO level: -3.65 eV
- Multiplicity: 1
- Lowest unoccupied orbital energy: 3.494 eV